138
Properties=species:S:1:pos:R:3:lowdin_charge:R:1 method="wB97M-V/def2-TZVPD" smiles="C=Cc1c(F)c(OC[C@@H](C)O)c(C)c2c1C(=O)N(CCC(=O)Nc1ccccc1)C2=O.CCOC(C)=O.CCOC(C)=O.CCOC(C)=O.CCOC(C)=O.CCOC(C)=O.CCOC(C)=O" homo_lumo_gap_ev=7.741 e_tot_ha=-3321.9556 lumo_ev=0.009
C -0.5281 -0.1413 7.4411 0.048
C -0.4593 0.0965 6.1306 -0.093
C -1.4569 -0.4807 5.1993 -0.074
C -1.7530 -1.8347 5.1338 -0.134
F -1.0850 -2.6809 5.9256 0.109
C -2.7131 -2.3744 4.2682 -0.149
O -2.8935 -3.7316 4.2887 -0.020
C -2.2408 -4.4234 3.2117 -0.131
C -0.7353 -4.5228 3.3623 -0.380
C -0.2076 -5.7730 2.6281 -0.022
O -0.1289 -3.3466 2.8032 -0.028
C -3.4618 -1.5535 3.4269 -0.093
C -4.5281 -2.0809 2.5084 0.008
C -3.1496 -0.2005 3.4797 -0.044
C -2.1731 0.3200 4.3184 -0.026
C -2.1008 1.7867 4.0855 -0.345
O -1.5241 2.6071 4.7472 0.136
N -2.8782 2.0824 2.9162 0.049
C -2.0684 2.2332 1.6634 -0.097
C -0.9126 3.2172 1.8159 -0.063
C 0.3751 2.7162 1.1913 -0.424
O 0.5446 1.5679 0.8746 0.117
N 1.3999 3.6934 0.9649 0.109
C 1.9576 4.2778 2.1226 -0.242
C 2.6443 5.4863 1.9930 -0.023
C 3.2100 6.0897 3.0994 -0.093
C 3.1096 5.5142 4.3622 -0.106
C 2.4493 4.3003 4.4870 -0.088
C 1.8850 3.6845 3.3804 -0.039
C -3.7421 0.9414 2.7331 -0.379
O -4.7603 0.9502 2.0923 0.131
H -0.1241 0.5664 8.1548 0.062
H -0.9867 -1.0357 7.8447 0.068
H 0.3463 0.6906 5.7181 0.109
H -2.4911 -3.9749 2.2471 0.134
H -2.6483 -5.4320 3.2531 0.133
H -0.4972 -4.6027 4.4226 0.143
H 0.3253 -6.4162 3.3234 0.056
H 0.5165 -5.4419 1.8835 0.080
H -0.9897 -6.3063 2.0891 0.074
H 0.5574 -3.0559 3.4096 0.095
H -4.4396 -1.6047 1.5344 0.090
H -5.5079 -1.8382 2.9201 0.101
H -4.4596 -3.1588 2.4013 0.072
H -1.7293 1.2505 1.3265 0.125
H -2.7532 2.6047 0.9034 0.129
H -1.1610 4.1340 1.2729 0.134
H -0.7412 3.5253 2.8445 0.104
H 1.0335 4.4039 0.3291 0.087
H 2.7305 5.9709 1.0295 0.108
H 3.7376 7.0286 2.9887 0.100
H 3.5459 5.9885 5.2302 0.094
H 2.3731 3.8340 5.4606 0.101
H 1.3769 2.7400 3.5363 0.105
C -0.8983 -11.7254 4.1334 -0.064
C -0.4135 -10.6180 3.2211 -0.238
O -0.1185 -9.4169 3.9391 -0.006
C 1.0626 -9.1963 4.5510 -0.527
C 2.0507 -10.3295 4.7030 0.014
O 1.2720 -8.1102 5.0154 0.102
H -0.1357 -12.0156 4.8561 0.068
H -1.1707 -12.6053 3.5502 0.082
H -1.7713 -11.3928 4.6945 0.085
H 0.4418 -10.9246 2.6170 0.113
H -1.2039 -10.3387 2.5265 0.122
H 1.9182 -10.7719 5.6895 0.097
H 3.0521 -9.9121 4.6381 0.092
H 1.9636 -11.1076 3.9495 0.068
C 0.0944 4.9480 -5.1481 -0.065
C -0.4234 6.0819 -4.2909 -0.229
O -0.3593 5.7680 -2.8930 0.009
C 0.7505 5.9268 -2.1595 -0.499
C 2.0655 6.2199 -2.8271 0.033
O 0.6673 5.7499 -0.9678 0.072
H 1.1470 4.7423 -4.9588 0.057
H -0.0165 5.1851 -6.2061 0.084
H -0.4589 4.0325 -4.9354 0.085
H 0.0891 7.0226 -4.4965 0.114
H -1.4807 6.2524 -4.4873 0.121
H 2.5940 5.2745 -2.9482 0.078
H 2.6518 6.8645 -2.1771 0.098
H 1.9786 6.7146 -3.7908 0.074
C 2.9468 0.4342 -5.0414 -0.045
C 4.1092 0.5316 -4.0770 -0.225
O 4.3106 1.8695 -3.6110 0.003
C 3.6192 2.3970 -2.5845 -0.518
C 2.4206 1.6677 -2.0252 0.020
O 3.9386 3.4798 -2.1706 0.091
H 2.0055 0.7111 -4.5656 0.074
H 2.8540 -0.5830 -5.4268 0.072
H 3.0924 1.1164 -5.8752 0.046
H 4.0089 -0.1583 -3.2374 0.113
H 5.0362 0.2707 -4.5853 0.123
H 1.5237 2.0695 -2.4977 0.096
H 2.3680 1.8649 -0.9565 0.068
H 2.4426 0.5901 -2.1660 0.072
C 0.1085 -3.7867 -5.4646 -0.063
C 0.5606 -3.5578 -6.8919 -0.236
O 1.8457 -2.9332 -6.9564 -0.013
C 3.0097 -3.6076 -6.8776 -0.533
C 3.0034 -5.0599 -6.4612 0.013
O 4.0304 -3.0117 -7.0839 0.102
H 0.7743 -4.4679 -4.9346 0.068
H -0.8969 -4.2076 -5.4480 0.082
H 0.1021 -2.8437 -4.9179 0.083
H 0.5495 -4.4755 -7.4821 0.113
H -0.1127 -2.8585 -7.3843 0.122
H 3.1993 -5.1126 -5.3909 0.098
H 3.8080 -5.5644 -6.9899 0.091
H 2.0779 -5.5862 -6.6798 0.068
C 4.5854 4.8103 -10.3295 -0.065
C 5.1490 4.5002 -8.9584 -0.235
O 4.1332 4.4655 -7.9516 0.004
C 3.3832 3.3760 -7.7003 -0.516
C 3.4233 2.2052 -8.6558 0.023
O 2.6523 3.3952 -6.7471 0.097
H 3.8912 4.0396 -10.6645 0.067
H 5.3898 4.8885 -11.0611 0.082
H 4.0405 5.7540 -10.3058 0.083
H 5.7305 3.5775 -8.9489 0.114
H 5.8212 5.2971 -8.6456 0.123
H 2.5902 2.3008 -9.3513 0.099
H 3.2959 1.2894 -8.0839 0.079
H 4.3482 2.1164 -9.2188 0.072
C -8.2594 4.0239 5.1376 -0.064
C -7.6346 3.5192 6.4219 -0.240
O -7.7801 2.1051 6.5743 -0.002
C -6.9338 1.2176 6.0093 -0.518
C -5.9313 1.6932 4.9850 0.020
O -7.0446 0.0579 6.2956 0.108
H -7.7733 3.5994 4.2593 0.069
H -8.1838 5.1101 5.0801 0.081
H -9.3118 3.7428 5.0981 0.083
H -6.5871 3.8103 6.5123 0.113
H -8.1538 3.9455 7.2788 0.121
H -6.3414 1.5347 3.9896 0.093
H -5.0321 1.0924 5.0989 0.082
H -5.6401 2.7355 5.0891 0.078